No. 1
A molecular structure, C10H12BrGaNP, computed with ωB97M-V with the def2-TZVPD basis set.

Each line ends with the natural charge from an NBO analysis.
CARTESIAN COORDINATES (ANGSTROEM)
C  -0.345  -2.416  -1.146  -0.363
C  0.096  -3.473  -0.294  -0.352
C  -0.804  -3.530  0.808  -0.296
C  -1.878  -2.617  0.582  -0.361
C  -1.587  -1.903  -0.618  -0.373
Ga  -0.494  0.866  -1.555  0.556
P  0.663  1.724  -3.391  -0.029
H  0.151  -2.035  -2.041  0.178
H  0.975  -4.093  -0.452  0.196
H  -0.722  -4.213  1.655  0.193
H  -2.238  -1.173  -1.102  0.203
H  -2.760  -2.461  1.209  0.193
H  -0.265  2.305  -4.335  0.088
H  1.381  0.703  -4.100  0.068
H  1.629  2.755  -3.074  0.031
Br  3.610  2.300  2.021  0.098
C  1.777  1.901  1.708  -0.118
C  0.799  2.319  2.615  -0.160
C  -0.543  2.010  2.362  -0.225
C  -0.895  1.404  1.161  0.091
N  0.080  1.138  0.245  -0.632
C  1.418  1.256  0.529  0.034
H  1.091  2.876  3.501  0.246
H  -1.329  2.267  3.067  0.243
H  -1.922  1.157  0.884  0.258
H  2.110  0.933  -0.239  0.228

## Properties
LUMO level (spin up / spin down)   -1.2 / -1.2 eV
ΔE to the lowest compared entry with this formula, charge and spin   0.0 kcal per mole
2S+1   1
HOMO-LUMO gap (spin up / spin down)   4.4 / 4.4 eV



No. 2
A single C4H5N molecule, computed with ωB97M-V with the def2-TZVPD basis set.

Each line ends with the natural charge from an NBO analysis.
CARTESIAN COORDINATES (ANGSTROEM)
C  -1.754  -0.218  -0.296  -0.386
C  -0.487  -0.424  0.196  -0.155
C  0.711  0.486  0.134  -0.583
C  1.956  -0.120  -0.021  0.286
N  3.065  -0.432  -0.277  -0.302
H  -2.031  0.716  -0.785  0.198
H  -2.508  -0.976  -0.116  0.212
H  -0.240  -1.367  0.677  0.203
H  0.724  1.077  1.057  0.266
H  0.565  1.260  -0.571  0.260

## Properties
LUMO level   0.8 eV
ΔE to the lowest compared entry with this formula, charge and spin   27.7 kcal per mole
2S+1   1
Structure (SMILES)   C=CCC#N
HOMO-LUMO gap   11.0 eV